Record 1
8
Properties=species:S:1:pos:R:3:forces:R:3:mulliken_charge:R:1 method="wB97M-V/def2-TZVPD" de_lowest_kj_mol=349.9 smiles="O=S(Cl)#[SH]=C(F)F" multiplicity=1 orbital_gap_ha="0.2856 / 0.2856"
O 1.490 -0.097 -1.173 0.72 0.50 0.93 -0.40
S 1.191 0.750 -0.031 -0.52 -0.27 -0.90 0.74
Cl 2.567 0.857 1.502 0.65 -0.34 -0.02 -0.20
S -0.170 -0.510 1.129 0.04 0.52 2.21 -0.13
C -1.349 -0.272 -0.602 0.12 1.42 -2.91 0.03
F -1.126 1.147 -0.719 -0.72 -0.64 -0.10 -0.24
F -2.631 -0.326 -0.478 -0.97 -0.10 0.98 -0.13
H 0.026 -1.549 0.372 0.67 -1.09 -0.19 0.33


Record 2
68
Properties=species:S:1:pos:R:3:forces:R:3:mulliken_charge:R:1 method="wB97M-V/def2-TZVPD" de_lowest_kj_mol=0.0 charge=-1 multiplicity=1 orbital_gap_ha="0.2777 / 0.2776"
Ni 0.003 -0.503 -0.811 0.03 0.02 -0.13 -0.26
C -4.070 -2.122 -1.842 0.01 -0.02 0.01 -0.85
O -3.340 -3.048 -2.646 0.02 -0.04 0.05 -0.25
C -2.449 -2.449 -3.505 -0.02 -0.02 0.02 0.03
C -2.602 -2.664 -4.852 0.00 -0.01 0.01 -0.36
C -1.759 -2.048 -5.784 0.01 0.01 0.00 -0.75
C -0.810 -1.166 -5.328 0.00 0.00 -0.01 -0.86
C -0.630 -0.931 -3.954 0.01 0.01 0.01 0.50
C 0.292 0.103 -3.562 -0.04 -0.01 -0.03 -0.14
N 0.506 0.445 -2.348 0.04 -0.10 0.13 0.70
N 1.370 1.509 -2.123 0.02 -0.02 0.00 -0.87
C 1.597 1.572 -0.840 -0.01 0.03 -0.02 0.66
O 1.090 0.763 0.025 -0.02 -0.07 -0.03 -0.68
C 2.496 2.643 -0.332 0.00 0.00 0.01 0.30
C 3.067 3.575 -1.194 0.00 0.00 0.00 -0.24
C 3.900 4.564 -0.696 0.00 0.00 0.00 -0.58
C 4.171 4.629 0.665 0.00 0.00 0.00 -0.36
C 3.604 3.700 1.526 0.00 0.00 0.00 -0.63
C 2.769 2.709 1.030 0.00 0.00 0.00 -0.45
C -1.389 -1.644 -2.993 -0.02 0.04 -0.02 0.87
O -1.210 -1.592 -1.707 0.11 -0.02 0.07 -0.82
H -4.883 -2.680 -1.382 -0.01 -0.02 0.00 0.21
H -4.491 -1.330 -2.468 0.00 0.00 0.00 0.38
H -3.434 -1.683 -1.073 0.00 0.00 0.01 0.19
H -3.407 -3.317 -5.169 0.00 0.00 0.00 0.45
H -1.883 -2.234 -6.842 0.00 0.00 0.00 0.39
H -0.184 -0.624 -6.027 0.00 0.00 0.00 0.34
H 0.813 0.662 -4.337 -0.01 0.01 0.00 0.36
H 2.847 3.509 -2.251 0.00 0.00 0.00 0.42
H 4.342 5.286 -1.371 0.00 0.00 0.00 0.37
H 4.823 5.402 1.053 0.00 0.00 0.00 0.37
H 3.814 3.746 2.588 0.00 0.00 0.00 0.38
H 2.320 1.974 1.683 0.00 0.00 0.00 0.46
F -1.782 -5.768 2.622 0.00 0.00 -0.01 -0.25
C -0.583 -5.416 3.113 0.02 -0.01 0.01 0.59
C 0.276 -4.606 2.394 -0.01 0.04 0.06 -0.98
C 1.498 -4.345 2.996 -0.01 0.01 -0.02 0.44
F 2.413 -3.601 2.360 0.01 0.01 0.00 -0.33
C 1.854 -4.842 4.236 -0.01 -0.01 0.01 0.05
F 3.047 -4.568 4.773 0.01 0.00 0.00 -0.31
C 0.959 -5.639 4.925 0.01 0.01 0.00 0.73
F 1.280 -6.130 6.124 0.00 0.00 0.01 -0.32
C -0.266 -5.931 4.359 -0.01 0.00 -0.01 -0.07
F -1.131 -6.712 5.017 0.00 0.00 0.00 -0.31
Ge -0.075 -3.732 0.632 0.17 0.01 -0.03 1.47
S -0.106 -1.644 1.122 -0.08 -0.02 -0.07 -0.44
C 1.449 -4.464 -0.440 0.00 0.06 -0.07 -0.50
C 2.182 -3.762 -1.383 0.07 -0.10 0.09 -0.26
F 1.892 -2.502 -1.696 -0.18 0.27 0.03 0.09
C 3.256 -4.312 -2.066 0.00 -0.05 0.02 -0.22
F 3.934 -3.591 -2.964 0.00 0.01 -0.01 -0.31
C 3.627 -5.617 -1.818 0.02 0.00 -0.01 0.81
F 4.658 -6.161 -2.467 0.00 0.00 0.00 -0.32
C 2.914 -6.361 -0.898 0.00 -0.02 0.02 0.19
F 3.251 -7.634 -0.666 0.00 -0.01 0.00 -0.32
C 1.848 -5.776 -0.242 -0.08 -0.04 0.01 0.98
F 1.159 -6.572 0.596 -0.01 -0.03 -0.01 -0.41
C -1.701 -4.579 -0.105 -0.01 -0.02 0.03 0.06
C -1.733 -5.482 -1.152 -0.03 0.04 -0.02 0.35
F -0.620 -5.800 -1.831 0.04 -0.01 -0.03 -0.37
C -2.896 -6.104 -1.570 -0.02 0.02 0.00 0.27
F -2.883 -6.957 -2.599 0.00 -0.02 -0.02 -0.36
C -4.083 -5.823 -0.927 -0.02 0.03 -0.01 0.77
F -5.218 -6.401 -1.327 0.02 0.00 0.01 -0.36
C -4.095 -4.924 0.123 -0.02 0.04 -0.04 0.03
F -5.249 -4.643 0.742 0.00 0.00 0.00 -0.39
C -2.916 -4.316 0.506 0.01 0.02 0.02 0.22
F -2.977 -3.464 1.537 0.00 -0.02 -0.01 -0.51


Record 3
100
Properties=species:S:1:pos:R:3:forces:R:3:mulliken_charge:R:1 method="wB97M-V/def2-TZVPD" de_lowest_kj_mol=128.6 smiles=COCCNCCOC.COCCNCCOC.COCCNCCOC.OCCO.CCO.CCO multiplicity=1 orbital_gap_ha=0.3154
C -5.368 -3.625 -2.377 0.21 -0.97 -0.68 -0.89
O -4.901 -2.363 -1.935 -0.60 -0.58 -1.78 -0.39
C -4.851 -2.332 -0.541 0.39 -0.13 -0.77 -0.66
C -4.479 -0.908 -0.212 1.02 -0.84 0.75 0.53
N -4.338 -0.877 1.225 -0.06 0.78 1.63 -0.15
C -3.788 0.414 1.702 -0.72 0.86 -1.94 -1.20
C -2.284 0.421 1.622 -2.64 -9.77 1.67 1.10
O -1.555 1.391 1.878 3.04 8.13 2.71 -0.76
C -1.644 2.431 0.997 0.28 0.33 -1.05 -1.47
H -5.248 -3.907 -3.471 0.42 1.12 1.20 0.26
H -6.424 -3.751 -2.200 -0.68 0.21 0.26 0.35
H -4.882 -4.402 -1.783 0.19 -0.21 -0.12 0.37
H -4.053 -3.017 -0.242 0.00 0.01 0.47 0.31
H -5.792 -2.721 -0.115 0.05 0.51 0.17 0.49
H -5.165 -0.186 -0.644 -0.28 0.22 -0.03 0.52
H -3.449 -0.715 -0.582 -0.72 -0.09 -0.32 -0.71
H -5.220 -1.108 1.699 0.54 0.31 -0.29 0.32
H -4.099 0.731 2.684 -0.28 -0.31 0.43 0.33
H -4.149 1.162 0.998 -0.43 0.55 0.01 0.42
H -1.841 -0.189 0.828 -0.71 -0.09 -0.84 -0.33
H -2.030 -0.197 2.520 -0.41 -0.79 -0.73 0.05
H -1.349 2.047 0.066 0.46 -0.27 -1.67 0.33
H -1.003 3.195 1.270 1.61 1.40 0.70 0.42
H -2.576 2.895 0.867 -1.83 0.26 0.23 0.65
C 6.095 3.234 -4.506 0.50 0.78 0.68 -0.56
O 6.704 3.529 -3.218 0.21 0.79 -2.44 -0.44
C 6.007 2.829 -2.260 -0.66 -1.00 -0.52 0.40
C 6.249 3.445 -0.964 -0.03 0.98 2.07 -1.04
N 5.289 3.056 0.120 0.98 0.13 -0.95 -0.16
C 5.334 1.685 0.639 0.44 1.47 1.29 -0.87
C 4.279 0.832 0.017 0.11 8.33 -3.74 0.30
O 4.099 -0.299 0.448 -1.91 -11.04 3.60 -0.58
C 3.005 -1.063 -0.149 0.51 -0.22 0.64 -0.42
H 6.230 2.153 -4.665 -0.51 0.28 -0.33 0.28
H 6.556 3.813 -5.338 0.03 -0.41 0.86 0.28
H 5.043 3.580 -4.411 0.34 -0.67 -0.42 0.18
H 6.341 1.787 -2.284 -0.27 -0.34 0.12 0.33
H 4.939 2.870 -2.453 -0.48 -0.20 -0.23 0.00
H 6.189 4.548 -1.077 -0.13 -0.53 0.01 0.31
H 7.320 3.262 -0.763 -0.51 -0.04 0.87 0.39
H 4.327 3.196 -0.174 0.30 0.34 -0.20 0.29
H 5.260 1.859 1.725 -0.51 -0.95 -0.13 0.20
H 6.297 1.292 0.500 1.54 -0.69 -0.36 0.50
H 4.448 0.820 -1.076 0.04 0.47 -0.36 0.17
H 3.376 1.378 0.221 -1.03 1.32 -0.54 0.06
H 2.920 -2.009 0.429 0.11 0.76 -0.34 0.40
H 3.248 -1.313 -1.183 0.24 0.03 -0.16 0.52
H 2.006 -0.567 -0.174 0.88 0.13 0.52 -0.22
C -1.865 -2.412 -3.383 0.02 1.49 0.21 -0.85
O -0.680 -2.061 -2.661 -0.82 -1.55 -0.12 -0.32
C -0.139 -0.813 -2.939 -1.35 1.26 0.07 -0.72
C -0.805 0.180 -2.007 -0.07 1.60 0.54 0.15
N -0.274 1.534 -2.090 -0.31 0.48 -0.81 -0.47
C 0.952 1.678 -1.349 -1.27 0.23 1.54 1.04
C 1.396 3.077 -1.540 -7.52 0.26 -1.27 -1.31
O 2.488 3.461 -1.085 9.57 2.34 2.47 -0.41
C 2.891 4.749 -1.566 -1.73 0.23 2.01 -1.09
H -2.790 -1.855 -3.153 0.50 0.11 0.52 0.25
H -2.103 -3.437 -3.283 0.17 -1.13 0.50 0.28
H -1.685 -2.224 -4.410 0.25 0.09 -1.35 0.53
H -0.315 -0.432 -3.965 0.38 -0.58 0.15 0.29
H 0.893 -0.857 -2.670 0.90 -0.07 -0.28 0.22
H -0.636 -0.142 -0.984 -0.28 -0.63 0.38 -0.62
H -1.867 0.289 -2.186 -0.37 -0.53 -0.16 0.73
H -0.946 2.290 -1.816 0.83 -1.26 -0.40 0.47
H 1.705 1.009 -1.602 1.32 -1.32 -1.38 0.74
H 0.777 1.372 -0.293 0.17 0.66 0.04 -0.58
H 0.705 3.726 -0.937 -1.40 -0.29 -0.84 0.12
H 1.258 3.340 -2.585 -0.22 -0.12 -0.68 0.45
H 3.681 5.187 -0.982 0.47 -0.38 0.31 0.25
H 2.039 5.441 -1.480 -0.08 -0.11 0.22 0.47
H 3.111 4.751 -2.577 0.76 -0.44 -2.17 0.40
O 3.182 -0.015 3.106 0.10 -0.03 0.81 -0.56
C 2.100 -0.799 3.530 1.04 -2.35 0.53 -0.86
C 0.853 -0.088 3.347 -2.24 0.97 -0.24 0.01
O 0.857 0.651 2.134 1.85 -0.72 0.04 -0.16
H 2.943 0.102 2.181 0.64 0.43 -0.17 0.26
H 2.113 -1.720 2.943 -0.14 -0.25 -0.31 0.15
H 2.138 -1.204 4.576 0.52 0.89 -0.63 0.40
H 0.701 0.566 4.185 -0.01 0.79 0.50 0.45
H -0.035 -0.723 3.325 0.17 -0.57 0.22 0.13
H -0.011 1.015 2.084 -0.98 0.59 -0.28 0.36
C -4.163 -3.659 4.569 2.12 -0.23 2.09 -1.00
C -5.158 -3.110 3.701 -1.29 0.61 -1.45 0.27
O -6.418 -3.652 4.095 -0.19 -0.26 -0.98 -0.56
H -4.487 -3.436 5.625 0.74 -0.25 -0.85 0.29
H -3.168 -3.247 4.322 -0.30 -0.11 0.39 0.20
H -4.103 -4.727 4.449 0.01 -0.52 0.07 0.30
H -4.925 -3.276 2.634 -0.43 -0.33 0.34 -0.07
H -5.184 -2.040 3.821 -0.08 0.75 -0.02 0.18
H -6.830 -2.970 4.606 -0.58 0.29 0.44 0.36
C -0.099 -2.383 0.910 -1.04 -0.26 0.95 -1.22
C -1.435 -3.037 0.763 -0.84 0.98 0.17 0.31
O -2.224 -2.719 1.913 -0.06 -0.30 0.00 -0.42
H 0.564 -2.881 0.318 2.03 -1.27 -2.04 0.75
H 0.261 -2.560 1.904 0.11 0.38 0.74 0.30
H -0.100 -1.357 0.617 0.02 0.72 0.26 -0.16
H -1.392 -4.117 0.736 0.26 -0.32 -0.34 0.52
H -1.884 -2.634 -0.170 -0.08 -0.50 0.35 -0.32
H -2.955 -2.139 1.663 -0.31 0.17 -0.06 -0.14


Record 4
11
Properties=species:S:1:pos:R:3:forces:R:3:lowdin_spin:R:1 method="wB97M-V/def2-TZVPD" s2=8.759 de_lowest_kj_mol=0.0 charge=+4 multiplicity=6 orbital_gap_ha="0.2860 / 0.3059"
C 1.890 0.035 0.828 -0.20 0.06 0.78 0.67
O 1.682 0.329 1.993 -0.41 -0.32 -1.60 0.16
H 2.449 0.442 2.599 0.82 0.17 0.88 0.02
C 0.905 -0.216 -0.292 1.06 1.22 0.99 0.18
C -0.507 0.114 0.050 1.97 -1.40 2.68 0.42
C -1.570 -0.161 -0.653 -4.06 0.17 -3.58 0.34
O -2.541 -0.159 -1.322 6.08 -1.69 5.45 0.27
Rh -3.774 0.365 -2.578 -5.49 1.66 -5.04 2.88
H 1.270 0.386 -1.142 0.04 -0.02 -0.41 0.02
H 1.079 -1.262 -0.594 -0.26 -0.47 -0.34 0.03
H -0.882 0.126 1.111 0.45 0.62 0.18 0.01


| no. | strongest force on any atom (eV/A) |
| --- | --- |
| 1 | 3.242 |
| 2 | 0.323 |
| 3 | 11.767 |
| 4 | 8.338 |